1.
The following is a DFT calculation (ωB97M-V/def2-TZVPD) of 11 unconnected molecules or ions with the total composition C24H44BCl4N4O28 in a non-equilibrium geometry.

2S+1: 2
Expectation value of S²: 0.754
Molecular weight, g mol⁻¹: 989.2
Total charge: -2
E_LUMO (spin up / spin down), eV: 3.41 / 3.41
E_tot, eV: -139650.963

Each line ends with the Löwdin charge.
Positions of all 105 atoms, in Å:
O -2.97 -0.67 -1.91  -0.0467
C -1.94 -0.14 -1.45  -0.4517
O -1.48 -0.30 -0.17  0.1070
B -0.24 0.52 -0.01  -0.8498
O -0.03 1.11 -1.37  0.1220
C -0.96 0.72 -2.21  -0.5178
O -1.03 0.84 -3.43  -0.0018
O 0.92 -0.25 0.49  0.2199
C 1.49 0.33 1.51  -0.3650
O 2.51 0.00 2.10  0.0467
C 0.47 1.53 1.85  -0.3939
O -0.51 1.57 1.01  0.2317
O 0.73 2.35 2.71  0.0928
Cl -4.00 1.04 3.43  0.5717
C -4.02 1.53 1.65  -0.5485
C -5.27 2.42 1.47  -0.6242
Cl -5.56 2.81 -0.28  0.4872
H -4.18 0.64 1.04  0.0607
H -3.02 1.92 1.49  0.0616
H -5.22 3.39 1.96  0.0573
H -6.21 1.89 1.62  0.0476
Cl 4.99 -1.70 5.01  0.5056
C 4.62 -2.75 3.55  -0.5564
C 3.39 -3.64 3.87  -0.6369
Cl 1.94 -2.64 4.05  0.6551
H 5.49 -3.35 3.26  0.0714
H 4.39 -1.98 2.81  0.0316
H 3.51 -4.27 4.76  0.0623
H 3.17 -4.40 3.12  0.0695
C -4.50 -2.62 0.11  0.0382
N -5.33 -2.39 1.33  -0.4089
O -6.40 -1.79 1.18  0.0343
O -4.79 -2.90 2.33  0.0201
H -3.90 -3.50 0.37  0.0765
H -3.73 -1.86 -0.04  0.0738
H -5.09 -2.82 -0.78  0.0961
C 4.22 -1.03 -0.29  0.0183
N 4.44 -1.67 -1.60  -0.3952
O 4.40 -2.87 -1.53  0.0651
O 4.84 -0.95 -2.58  0.0299
H 5.08 -1.10 0.37  0.1021
H 3.40 -1.55 0.22  0.0856
H 3.89 -0.01 -0.47  0.0999
C -5.34 0.00 -4.39  0.0423
N -6.22 -1.17 -4.08  -0.4634
O -6.28 -2.05 -4.90  0.0348
O -6.65 -1.35 -2.99  0.0788
H -5.42 0.43 -5.38  0.0858
H -4.28 -0.16 -4.17  0.0970
H -5.63 0.85 -3.77  0.0882
C 4.66 1.75 4.26  0.0203
N 5.92 2.49 3.95  -0.4521
O 6.40 2.28 2.86  0.0620
O 6.47 3.12 4.84  0.0413
H 4.62 0.89 3.60  0.0615
H 3.87 2.46 4.04  0.1090
H 4.58 1.45 5.31  0.0801
C 2.55 0.93 -3.69  -0.0387
O 2.22 -0.07 -4.66  0.0298
C 2.50 0.17 -5.93  -0.5496
O 3.18 1.13 -6.36  0.0680
O 2.20 -0.95 -6.61  -0.0145
C 2.43 -0.95 -7.98  -0.0766
H 2.15 1.90 -3.95  0.0936
H 3.61 1.02 -3.45  0.0766
H 2.16 0.61 -2.73  0.0840
H 3.50 -0.80 -8.16  0.0929
H 1.82 -0.10 -8.31  0.0988
H 2.09 -1.87 -8.44  0.0901
C 0.16 8.11 -4.77  -0.0064
O 0.35 7.13 -3.67  -0.0111
C 0.28 5.80 -3.70  -0.6069
O 0.04 5.09 -4.67  0.1052
O 0.49 5.34 -2.48  -0.0100
C 0.10 4.02 -2.15  -0.0288
H -0.88 8.23 -5.06  0.0795
H 0.64 7.76 -5.68  0.0862
H 0.43 9.13 -4.49  0.0802
H -0.97 3.81 -2.22  0.1149
H 0.45 3.94 -1.12  0.0977
H 0.73 3.35 -2.73  0.0823
C -0.65 -3.41 1.37  -0.0255
O 0.04 -4.64 1.06  -0.0291
C -0.64 -5.56 0.29  -0.4595
O -1.90 -5.53 0.03  0.0505
O 0.26 -6.45 -0.22  -0.0413
C -0.06 -7.13 -1.41  -0.0635
H -1.57 -3.59 1.93  0.0970
H -0.89 -2.97 0.40  0.0947
H -0.07 -2.60 1.80  0.0653
H -1.02 -7.57 -1.16  0.0936
H 0.71 -7.84 -1.72  0.0870
H -0.04 -6.42 -2.24  0.1020
C 1.34 0.23 5.58  -0.0641
O 0.28 1.09 6.04  0.0302
C -0.94 0.65 5.84  -0.5880
O -1.34 -0.48 5.55  0.0977
O -1.76 1.61 6.25  -0.0058
C -3.03 1.46 6.71  -0.1104
H 1.22 -0.82 5.83  0.0416
H 2.22 0.45 6.18  0.0834
H 1.61 0.27 4.52  0.0637
H -3.74 1.19 5.93  0.0246
H -3.41 2.29 7.31  0.0934
H -3.06 0.63 7.42  0.0953

***

2.
The following is a DFT calculation (ωB97M-V/def2-TZVPD) of a molecular structure, C24H44BCuN6P2 in a non-equilibrium geometry.

2S+1: 2
Expectation value of S²: 0.754
Molecular weight, g mol⁻¹: 553.0
Total charge: +1
E_LUMO (spin up / spin down), eV: -1.62 / -3.84
E_tot, eV: -98434.837

Each line ends with the Löwdin charge.
Positions of all 78 atoms, in Å:
Cu 0.06 0.30 0.17  0.3180
C 1.43 3.21 2.15  -0.0627
C 0.12 3.78 1.61  -0.3503
C -1.07 3.26 2.41  -0.0561
C 0.02 3.43 0.17  -0.2517
C 0.05 4.31 -0.91  0.0187
C 0.03 3.51 -2.04  -0.0298
N -0.02 2.24 -1.64  -0.0105
N -0.03 2.18 -0.30  0.0335
B 0.02 0.98 -2.52  -0.5392
N -1.24 0.17 -2.22  -0.0296
C -2.18 -0.18 -3.11  -0.0469
C -3.31 -0.56 -2.43  0.0047
C -2.99 -0.41 -1.07  -0.2780
N -1.73 0.03 -0.97  0.0403
C -3.90 -0.60 0.09  -0.3592
C -5.28 -0.01 -0.22  -0.0555
C -4.06 -2.08 0.44  -0.0566
N 1.34 0.27 -2.18  -0.0232
C 2.31 0.01 -3.08  -0.0464
C 3.49 -0.18 -2.40  -0.0016
C 3.17 0.01 -1.04  -0.2679
N 1.87 0.27 -0.94  0.0301
C 4.17 0.01 0.08  -0.3412
C 5.09 -1.21 0.02  -0.0510
C 3.51 0.17 1.44  -0.0589
H 1.59 3.49 3.19  0.0880
H 1.40 2.12 2.07  0.0199
H 2.27 3.58 1.56  0.0920
H 0.15 4.87 1.69  0.1431
H -1.14 2.18 2.29  0.0175
H -0.96 3.51 3.46  0.0859
H -1.99 3.72 2.05  0.0892
H 0.10 5.38 -0.87  0.1102
H 0.07 3.77 -3.07  0.1284
H 0.01 1.27 -3.66  0.1275
H -1.98 -0.11 -4.16  0.1270
H -4.23 -0.89 -2.85  0.1127
H -3.46 -0.06 0.94  0.1177
H -5.80 -0.62 -0.95  0.0813
H -5.89 0.02 0.68  0.0837
H -5.20 1.00 -0.61  0.0870
H -4.51 -2.62 -0.39  0.0912
H -3.10 -2.55 0.65  0.0381
H -4.70 -2.20 1.32  0.0876
H 2.11 -0.04 -4.13  0.1274
H 4.45 -0.39 -2.81  0.1082
H 4.82 0.88 -0.10  0.1497
H 4.58 -2.12 0.32  0.0630
H 5.47 -1.36 -0.99  0.0742
H 5.94 -1.07 0.68  0.0860
H 2.63 -0.46 1.52  0.0362
H 4.21 -0.09 2.23  0.0917
H 3.21 1.21 1.58  0.0583
C 0.73 0.24 4.11  -0.2429
P -0.20 -0.33 2.63  0.8654
C -1.89 -0.43 3.37  -0.2349
C 0.27 -2.12 2.68  -0.4003
C -0.29 -2.87 1.48  -0.3796
P 0.27 -2.07 -0.10  0.9060
C -0.71 -2.94 -1.38  -0.2115
C 1.88 -2.88 -0.36  -0.2142
H 0.60 -0.47 4.93  0.0559
H 0.37 1.21 4.42  0.0413
H 1.80 0.31 3.88  0.0364
H -1.83 -0.83 4.37  0.0561
H -2.52 -1.06 2.75  0.0229
H -2.33 0.57 3.41  0.0421
H -0.10 -2.57 3.61  0.0953
H 1.37 -2.16 2.70  0.0771
H -1.38 -2.84 1.50  0.0543
H 0.03 -3.92 1.47  0.0985
H -0.61 -4.02 -1.27  0.0617
H -0.32 -2.64 -2.35  0.0560
H -1.76 -2.66 -1.33  0.0238
H 1.75 -3.96 -0.44  0.0626
H 2.55 -2.65 0.46  0.0274
H 2.33 -2.52 -1.29  0.0485